Record 1
ORCA calculation (the ωB97M-V functional and the def2-TZVPD basis) on C44H50GeN7S2Se4Y as an isolated structure.

Geometry as XYZ:
```
109
Properties=species:S:1:pos:R:3:lowdin_charge:R:1
Y -0.6671 -0.7807 0.1598 0.892
C 0.5005 4.1253 2.4233 -0.080
C 0.2878 5.2041 1.3604 -0.539
C -0.7712 6.2000 1.8490 -0.031
C 1.6290 5.9323 1.1877 -0.042
C -0.1558 4.6072 0.0335 -0.162
C 0.0069 5.2740 -1.1194 0.004
C -0.1722 4.6498 -2.4596 -0.162
C -0.8749 3.2910 -2.4657 -0.491
S -2.3958 2.8759 -3.3905 1.103
C -2.4578 1.4174 -2.3781 -0.531
N -1.8346 1.4910 -1.2450 -0.015
C -1.1680 2.7090 -1.1203 -0.305
C -0.8028 3.3107 0.0209 0.047
C -3.0478 0.2211 -2.9371 -0.251
C -2.8638 0.0146 -4.3153 -0.065
C -3.2274 -1.1628 -4.9261 -0.071
C -3.8226 -2.1708 -4.1752 -0.054
C -4.0464 -1.9736 -2.8297 -0.131
C -3.6606 -0.7922 -2.1900 -0.502
H 1.0123 4.5658 3.2734 0.075
H 1.1183 3.3125 2.0454 0.067
H -0.4347 3.7076 2.7855 0.054
H -0.4751 6.6092 2.8131 0.087
H -1.7341 5.7056 1.9580 0.089
H -0.8808 7.0142 1.1366 0.083
H 2.0083 6.2333 2.1624 0.084
H 1.5309 6.8279 0.5795 0.075
H 2.3618 5.2733 0.7279 0.078
H 0.4264 6.2671 -1.1470 0.120
H -0.5666 5.3523 -3.1973 0.149
H -1.0315 2.8373 0.9604 0.039
H -2.3985 0.8022 -4.8900 0.081
H -3.0487 -1.2908 -5.9830 0.111
H -4.1308 -3.0949 -4.6435 0.115
H -4.5200 -2.7426 -2.2356 0.096
Se -4.1953 -0.7798 -0.3372 0.624
Se -3.9448 1.2614 0.8029 0.144
Se -3.0205 0.4687 2.7791 -0.023
Se -0.7237 0.6762 2.6522 -0.019
S 1.5784 -1.8223 1.5555 0.559
C 2.6167 -0.4751 1.3331 -0.886
N 3.8587 -0.5949 1.7667 0.055
N 4.6595 0.4137 2.0462 0.012
C 4.4074 1.5693 2.7593 -0.241
C 5.4765 2.4502 2.9566 -0.037
C 5.3264 3.5546 3.7671 -0.092
C 4.1217 3.7886 4.4122 -0.094
C 3.0614 2.9136 4.2244 -0.092
C 3.1857 1.8244 3.3854 -0.028
N 2.3681 0.6111 0.5753 0.065
N 1.4706 0.5325 -0.3711 -0.033
C 1.4794 1.5721 -1.2754 -0.274
C 0.7791 1.4331 -2.4331 0.008
C 0.3530 2.6304 -3.1796 -0.189
C 1.1374 3.9434 -2.9583 -0.160
C 2.1974 3.8233 -1.9156 -0.036
C 2.2881 2.7793 -1.0938 -0.010
H 5.6407 0.1802 1.9279 0.150
H 6.4252 2.2479 2.4802 0.107
H 6.1584 4.2271 3.9130 0.103
H 4.0142 4.6435 5.0595 0.099
H 2.1290 3.0727 4.7419 0.106
H 2.3492 1.1547 3.2448 0.079
H 0.3082 0.4916 -2.6973 0.086
H 0.1436 2.4179 -4.2303 0.141
H 1.5376 4.3930 -3.8683 0.145
H 2.8862 4.6534 -1.8384 0.118
H 3.0211 2.7428 -0.2995 0.104
N 1.1078 -0.8999 -6.7606 0.170
C 1.3358 -1.2234 -5.6851 -0.191
C 1.6145 -1.5918 -4.3500 -0.210
C 2.9296 -1.7570 -3.9075 0.007
C 3.1314 -2.1163 -2.5884 -0.018
C 2.0289 -2.2581 -1.7569 -0.146
N 0.7768 -2.0632 -2.1621 0.029
C 0.5719 -1.7682 -3.4355 -0.103
H 3.7548 -1.6203 -4.5912 0.125
H 4.1228 -2.2895 -2.2010 0.114
H 2.1483 -2.5418 -0.7178 0.031
H -0.4613 -1.6704 -3.7519 0.118
C -5.3769 -5.0312 2.4641 -0.114
C -4.8262 -3.6113 2.5115 -0.275
C -3.3800 -3.5267 2.0251 -0.332
C -3.2083 -3.9586 0.5762 -0.434
Ge -1.4040 -3.4220 -0.1563 0.705
C -0.0925 -4.6387 0.7814 -0.429
C -0.4024 -6.1233 0.6664 -0.313
C 0.6486 -7.0133 1.3351 -0.277
C 0.6366 -6.9177 2.8564 -0.115
H -6.3793 -5.0668 2.8842 0.065
H -4.7409 -5.7038 3.0361 0.074
H -5.4259 -5.3923 1.4401 0.063
H -4.8769 -3.2405 3.5383 0.103
H -5.4486 -2.9542 1.8929 0.095
H -2.7411 -4.1393 2.6660 0.108
H -3.0438 -2.4810 2.1367 0.032
H -4.0022 -3.4991 -0.0242 -0.004
H -3.3324 -5.0370 0.4783 0.047
H -1.4773 -4.0699 -1.5614 -0.079
H -0.0405 -4.3431 1.8319 0.033
H 0.9002 -4.4492 0.3666 0.025
H -0.4646 -6.3829 -0.3939 0.095
H -1.3762 -6.3336 1.1124 0.093
H 1.6395 -6.7410 0.9649 0.102
H 0.4628 -8.0513 1.0465 0.099
H 0.8992 -5.9168 3.1876 0.063
H 1.3541 -7.6145 3.2853 0.065
H -0.3494 -7.1627 3.2462 0.070
```

Values from the calculation:
Molar mass, u: 1218.4
HOMO level, eV: -7.02
Energy, eV: -397482.50058
HOMO-LUMO gap, eV: 5.5

---

Record 2
ORCA calculation (the ωB97M-V functional and the def2-TZVPD basis) on C39H55BEuF5N10O3S5 as an isolated structure.

Geometry as XYZ:
```
119
Properties=species:S:1:pos:R:3:lowdin_charge:R:1
Eu -1.8486 -0.8976 -1.8869 1.131
C 3.3457 -2.1662 -1.5131 -0.065
C 2.5445 -1.0339 -0.9905 -0.260
C 3.0258 0.2409 -0.9182 0.078
C 2.1869 1.2888 -0.4476 -0.208
N 1.0043 1.0325 0.0247 0.142
N 0.5409 -0.2353 0.0767 0.004
B -0.3964 -0.4671 1.2637 -0.898
N -0.7688 0.8070 1.9680 -0.013
N -0.0379 1.0729 3.0413 0.179
C -0.3411 2.0638 3.8298 -0.203
C -1.5236 2.8117 3.6036 0.083
C -2.2859 2.5592 2.4921 -0.237
C -3.5627 3.2615 2.2105 -0.061
C -1.8290 1.5562 1.5815 -0.614
S -2.5513 1.2832 0.0800 0.715
C 0.6439 2.2901 4.9561 -0.540
C 0.2576 3.4858 5.8218 -0.050
C 2.0164 2.5318 4.3098 -0.042
C 0.7203 1.0189 5.8140 -0.037
N 0.1926 -1.5125 2.2168 -0.022
N 1.3311 -1.6262 2.8236 0.207
C 1.5193 -2.6856 3.5844 -0.186
C 0.5058 -3.6642 3.7179 0.104
C -0.6980 -3.5442 3.0453 -0.201
C -1.8168 -4.5151 3.1002 -0.018
C -0.8087 -2.3894 2.2595 -0.494
S -1.9930 -1.6704 1.2090 0.904
C 2.8527 -2.7797 4.2853 -0.547
C 3.5912 -4.0415 3.8124 -0.030
C 2.6224 -2.8277 5.8039 -0.026
C 3.6911 -1.5470 3.9352 -0.050
C 1.2121 -1.2755 -0.5179 -0.685
S 0.4643 -2.7732 -0.6496 0.661
C 2.6477 2.7298 -0.4793 -0.535
C 4.0509 2.8265 0.1374 -0.030
C 1.6939 3.6367 0.3032 -0.033
C 2.7068 3.1641 -1.9505 -0.031
H 4.3650 -1.8509 -1.7189 0.087
H 2.8799 -2.5472 -2.4215 0.063
H 3.3457 -2.9867 -0.7972 0.076
H 4.0364 0.4520 -1.2302 0.124
H -1.8343 3.5616 4.3119 0.118
H -3.7588 4.0252 2.9563 0.085
H -4.3836 2.5436 2.2029 0.096
H -3.5388 3.7094 1.2189 0.073
H 0.1877 4.3919 5.2231 0.089
H 1.0200 3.6362 6.5811 0.091
H -0.6907 3.3144 6.3264 0.088
H 2.0123 3.4580 3.7404 0.080
H 2.2656 1.7095 3.6430 0.066
H 2.7766 2.6085 5.0810 0.089
H -0.2238 0.8292 6.3177 0.091
H 1.4891 1.1380 6.5722 0.090
H 0.9661 0.1618 5.1920 0.053
H 0.6757 -4.5238 4.3477 0.131
H -1.6437 -5.2784 3.8515 0.090
H -1.9395 -5.0006 2.1313 0.097
H -2.7437 -3.9842 3.3168 0.097
H 3.0847 -4.9546 4.1152 0.082
H 4.5885 -4.0475 4.2447 0.091
H 3.6888 -4.0432 2.7281 0.089
H 2.1332 -3.7475 6.1151 0.082
H 2.0154 -1.9835 6.1255 0.080
H 3.5820 -2.7694 6.3109 0.092
H 3.8719 -1.5044 2.8638 0.081
H 4.6465 -1.5911 4.4496 0.091
H 3.1731 -0.6398 4.2337 0.065
H 4.0732 2.3664 1.1225 0.092
H 4.3305 3.8718 0.2406 0.092
H 4.7928 2.3447 -0.4926 0.078
H 1.6274 3.3123 1.3384 0.067
H 0.6894 3.6316 -0.1143 0.079
H 2.0660 4.6586 0.2870 0.093
H 3.3458 2.4942 -2.5201 0.081
H 3.1121 4.1694 -2.0178 0.095
H 1.7144 3.1574 -2.3961 0.073
F -7.1125 3.3660 -3.8131 0.126
C -6.5132 2.3031 -3.2874 -0.145
C -5.1362 2.1504 -3.3700 -0.152
F -4.3658 3.0588 -3.9787 0.110
C -4.5406 1.0394 -2.7987 -0.210
F -3.1514 0.9184 -2.9421 -0.103
C -5.2429 0.0569 -2.0990 -0.580
S -4.5121 -1.2862 -1.3152 0.553
C -6.6399 0.2338 -2.0437 -0.248
F -7.3746 -0.6759 -1.4096 0.084
C -7.2622 1.3234 -2.6270 -0.145
F -8.5796 1.4558 -2.5530 0.132
C -4.2397 -2.0935 -6.0925 -0.013
O -4.0398 -3.1079 -5.1065 0.005
C -3.3109 -2.7893 -4.0601 -0.602
O -2.7670 -1.6962 -3.8898 -0.168
N -3.1714 -3.8178 -3.1951 0.021
N -2.4815 -3.6390 -1.9764 -0.019
H -4.6166 -2.6079 -6.9714 0.099
H -3.2977 -1.5893 -6.3077 0.096
H -4.9691 -1.3677 -5.7325 0.102
H -3.6935 -4.6694 -3.3714 0.165
H -1.7064 -4.3091 -1.9163 0.083
H -3.1222 -3.8157 -1.1924 0.078
S 0.3197 -1.5629 -3.6384 0.637
C 0.9755 -0.5689 -4.8494 -0.781
N 1.5277 -1.1441 -5.9116 0.009
C 2.2250 -0.4053 -6.9467 -0.164
C 2.8076 0.8610 -6.3295 -0.155
C 1.6989 1.6353 -5.6259 -0.163
N 1.0173 0.7517 -4.6971 0.028
H 1.4679 -2.1489 -5.9790 0.128
H 1.5282 -0.1689 -7.7573 0.126
H 3.0173 -1.0349 -7.3514 0.126
H 3.2628 1.4867 -7.0930 0.120
H 3.5713 0.5817 -5.6013 0.122
H 0.9842 2.0255 -6.3589 0.127
H 2.1159 2.4721 -5.0602 0.115
H 0.5485 1.1457 -3.8888 0.081
O -0.5653 1.5058 -2.2822 -0.171
H -1.1762 2.2007 -2.5726 0.067
H -0.1871 1.8270 -1.4385 0.011
```

Values from the calculation:
Energy relative to the best compared isomer or geometry (same formula, charge and spin), eV: 0.000
Spin multiplicity: 8
Molar mass, u: 1130.0
HOMO level (alpha / beta), eV: -8.51 / -8.89
Energy, eV: -150148.60769
Total charge: +1
HOMO-LUMO gap (alpha / beta), eV: 5.7 / 6.1

---

Record 3
ORCA calculation (the ωB97M-V functional and the def2-TZVPD basis) on a 7-piece molecular cluster, C45H95IN3O22S3 overall.

Geometry as XYZ:
```
169
Properties=species:S:1:pos:R:3:lowdin_charge:R:1
C 0.2847 -4.7536 5.4878 -0.039
C -0.6614 -4.5356 4.3293 -0.224
O -0.7677 -3.1249 4.1226 -0.099
C -1.4987 -2.7152 3.0292 -0.230
C -1.9180 -1.2205 3.0834 -0.153
C -1.7018 -0.4213 4.3610 -0.099
C -0.2847 -0.4606 4.9769 -0.240
C 0.2723 0.9302 5.2748 -0.454
S 2.0759 0.7558 5.4345 0.918
C 2.7673 2.3996 5.5403 -1.095
S 3.5986 2.7249 6.9085 0.691
N 2.6649 3.3037 4.4964 -0.153
C 3.9156 4.0699 4.2730 -0.167
C 3.8468 4.9071 3.0263 -0.183
O 3.5475 4.1186 1.8880 -0.104
C 2.2139 3.7021 2.0470 -0.199
C 2.0513 2.7916 3.2575 -0.180
C -1.4343 -0.5756 1.7900 -0.250
O -0.1696 0.0062 1.8496 -0.069
N -0.1393 1.4424 1.3090 0.100
O -0.7401 2.1388 1.9789 0.168
N -1.4783 -1.7682 0.8630 0.074
C -1.2176 -1.6108 -0.6192 -0.081
C -0.9844 -0.1689 -1.0364 -0.820
O -1.8310 0.6722 -0.9368 0.021
I 0.9400 0.2482 -1.8617 1.097
C -0.8309 -2.9451 1.6076 -0.244
C 0.6743 -2.8242 1.8176 -0.088
C 1.5589 -2.4328 0.6249 -0.206
C 3.0405 -2.7249 0.9010 -0.191
S 3.7756 -1.7082 2.1507 0.579
O 3.1804 -2.0706 3.4032 -0.272
O 5.1922 -1.7324 1.9844 -0.241
O 3.3071 -0.2486 1.7471 -0.159
C -1.3237 -4.2511 0.9685 0.002
C -0.2623 -4.9703 0.1792 -0.500
O 0.5062 -5.7364 0.7002 0.158
O -0.2391 -4.6515 -1.1326 0.084
H 1.1873 -4.1702 5.2962 0.086
H -0.1329 -4.3981 6.4259 0.085
H 0.5879 -5.7951 5.5486 0.087
H -1.6563 -4.9423 4.5376 0.134
H -0.2448 -5.0327 3.4496 0.108
H -2.4370 -3.2950 3.0037 0.163
H -3.0046 -1.2414 2.9406 0.144
H -2.0106 0.6099 4.1713 0.117
H -2.4231 -0.8058 5.0814 0.130
H -0.3426 -1.0096 5.9134 0.120
H 0.3889 -1.0017 4.3191 0.074
H -0.1104 1.2793 6.2336 0.083
H -0.0227 1.6592 4.5243 0.037
H 4.1211 4.7349 5.1087 0.100
H 4.7524 3.3667 4.2406 0.131
H 4.7734 5.4568 2.8873 0.135
H 3.0425 5.6452 3.1403 0.128
H 1.5380 4.5619 2.0974 0.127
H 1.9643 3.1175 1.1587 0.110
H 2.4371 1.8049 3.0061 0.089
H 0.9771 2.7259 3.4314 0.068
H -2.1615 0.1730 1.4755 0.161
H -2.4713 -2.0079 0.9226 0.167
H -0.4095 -2.2533 -0.9391 0.076
H -2.1062 -1.9384 -1.1627 0.140
H 1.0103 -3.7981 2.1731 0.132
H 0.8753 -2.1287 2.6262 0.102
H 1.4541 -1.3652 0.4640 0.024
H 1.3201 -2.9677 -0.2902 0.088
H 3.6129 -2.5831 -0.0141 0.117
H 3.1696 -3.7417 1.2691 0.124
H 2.3482 -0.2038 1.6211 0.050
H -1.6342 -4.9448 1.7455 0.133
H -2.2042 -4.0690 0.3482 0.142
H 0.6862 -4.5192 -1.4129 0.092
C -5.1853 -2.1506 -6.1166 -0.099
O -5.6036 -1.1299 -5.2257 -0.181
C -5.6256 -1.5241 -3.8700 -0.206
C -4.4270 -0.9863 -3.1229 -0.204
O -3.2099 -1.5698 -3.5753 -0.210
C -2.4805 -0.7115 -4.4442 -0.095
H -5.0435 -1.6904 -7.0918 0.093
H -4.2451 -2.6064 -5.7956 0.083
H -5.9507 -2.9279 -6.2030 0.092
H -5.6691 -2.6142 -3.7803 0.130
H -6.5333 -1.1103 -3.4191 0.130
H -4.5295 -1.2324 -2.0576 0.105
H -4.3847 0.1030 -3.2121 0.133
H -2.0577 0.1187 -3.8655 0.072
H -3.1039 -0.3140 -5.2466 0.092
H -1.6690 -1.2912 -4.8812 0.091
C 4.5220 1.0708 -1.4245 -0.128
O 4.2224 0.5695 -2.7193 -0.264
C 4.5208 1.5097 -3.7537 -0.193
C 5.8289 1.1963 -4.4385 -0.196
O 6.9327 1.3522 -3.5648 -0.181
C 7.4438 0.1294 -3.0672 -0.104
H 4.4307 0.2485 -0.7147 0.072
H 5.5344 1.4735 -1.3713 0.095
H 3.8087 1.8581 -1.1491 0.074
H 4.5484 2.5236 -3.3434 0.133
H 3.7125 1.4652 -4.4892 0.111
H 5.9629 1.8961 -5.2692 0.127
H 5.8051 0.1835 -4.8510 0.117
H 7.9626 -0.4256 -3.8560 0.090
H 6.6519 -0.4973 -2.6469 0.081
H 8.1579 0.3702 -2.2825 0.092
C 1.0960 -3.9225 -3.7079 -0.111
O 2.3069 -4.0751 -2.9855 -0.212
C 3.1323 -5.1300 -3.4835 -0.180
C 4.2542 -4.5997 -4.3427 -0.199
O 3.7591 -4.0079 -5.5300 -0.181
C 3.7628 -2.5921 -5.5051 -0.101
H 0.6352 -2.9981 -3.3527 0.071
H 1.2324 -3.8443 -4.7873 0.098
H 0.4255 -4.7601 -3.4925 0.088
H 2.5292 -5.8421 -4.0530 0.133
H 3.5540 -5.6544 -2.6218 0.130
H 4.8962 -5.4375 -4.6292 0.132
H 4.8610 -3.8852 -3.7778 0.128
H 4.7861 -2.2101 -5.5712 0.085
H 3.2925 -2.1972 -4.5997 0.080
H 3.2060 -2.2499 -6.3754 0.093
C 3.2707 3.4722 -6.9758 -0.101
O 2.3832 2.7067 -6.1769 -0.218
C 1.3149 3.4626 -5.6285 -0.202
C 0.0260 3.2466 -6.3881 -0.210
O 0.0958 3.7670 -7.7007 -0.183
C 0.3037 2.7832 -8.6977 -0.105
H 3.9376 2.7755 -7.4806 0.091
H 2.7329 4.0570 -7.7248 0.087
H 3.8693 4.1474 -6.3548 0.091
H 1.5657 4.5270 -5.6063 0.131
H 1.1782 3.1262 -4.5940 0.114
H -0.7809 3.7741 -5.8686 0.127
H -0.2222 2.1796 -6.4076 0.122
H -0.5956 2.1729 -8.8349 0.089
H 1.1474 2.1330 -8.4526 0.083
H 0.5165 3.3046 -9.6284 0.092
C -0.5824 7.0882 4.5799 -0.100
O -0.3545 5.7136 4.3157 -0.200
C -0.2470 4.9192 5.4887 -0.190
C -1.5173 4.1460 5.7574 -0.209
O -2.6012 4.9906 6.0943 -0.177
C -3.5067 5.2111 5.0310 -0.107
H -0.8192 7.5679 3.6320 0.090
H -1.4162 7.2308 5.2709 0.087
H 0.3141 7.5570 4.9980 0.092
H 0.0128 5.5337 6.3549 0.137
H 0.5685 4.2128 5.3167 0.097
H -1.3477 3.4773 6.6083 0.125
H -1.7703 3.5301 4.8843 0.112
H -4.0909 4.3065 4.8233 0.083
H -2.9903 5.5246 4.1198 0.083
H -4.1875 6.0008 5.3415 0.093
C -8.3278 -2.2784 2.3413 -0.107
O -8.5224 -0.8816 2.2219 -0.183
C -7.8172 -0.1182 3.1837 -0.202
C -6.5882 0.5225 2.5852 -0.188
O -5.6183 -0.4511 2.1997 -0.209
C -5.5966 -0.7132 0.8131 -0.125
H -8.7695 -2.7442 1.4627 0.091
H -7.2655 -2.5361 2.3880 0.079
H -8.8289 -2.6675 3.2330 0.093
H -7.5432 -0.7361 4.0443 0.129
H -8.4851 0.6732 3.5350 0.132
H -6.1212 1.1717 3.3310 0.125
H -6.8672 1.1381 1.7259 0.131
H -5.1595 0.1317 0.2660 0.089
H -6.5917 -0.9240 0.4157 0.093
H -4.9674 -1.5951 0.6546 0.072
```

Values from the calculation:
Molar mass, u: 1253.4
HOMO level, eV: -9.74
Energy, eV: -138309.48282
Total charge: +1
HOMO-LUMO gap, eV: 5.5

---

Question: Which of these has the lowest energy?
Answer: C44H50GeN7S2Se4Y